Entry 1:
The following is a DFT calculation (ωB97M-V/def2-TZVPD) of C13H25KNNaO9 as an isolated structure in a non-equilibrium geometry.

The value obtained for the energy above the lowest of the compared OMol25 structures with the same formula, charge and spin is 0.0 kcal/mol. The calculation puts the highest occupied orbital energy at -0.1861 hartree. For the gap between HOMO and LUMO, the calculation gives 1.40 eV. The value obtained for the LUMO energy is -3.6694 eV.

Element x y z (Å)
C: 4.6766 -1.8146 -1.8117
C: 4.8473 -0.3730 -2.2756
C: 3.6129 0.5141 -2.0755
N: 2.8559 0.1789 -0.8578
O: 1.4700 -0.0059 -1.2724
C: 0.6299 0.3666 -0.2686
O: 0.8993 0.3449 0.9063
O: -0.5200 0.8592 -0.7634
C: -1.0342 0.3302 -1.9918
C: -1.9667 -0.8589 -1.7466
C: -1.4300 -2.2480 -2.1263
O: -1.5623 -3.1732 -1.0465
C: -0.5683 -3.0251 -0.0588
H: 4.1205 -2.3995 -2.5479
H: 5.6574 -2.2876 -1.7158
H: 4.1844 -1.8792 -0.8443
H: 5.7246 0.0787 -1.8145
H: 5.0546 -0.3918 -3.3478
H: 2.9399 0.4267 -2.9272
H: 3.9208 1.5578 -2.0099
H: 2.8268 0.9898 -0.2451
H: -0.2204 0.0684 -2.6625
H: -1.5825 1.1406 -2.4628
H: -2.2883 -0.9031 -0.7061
H: -2.8690 -0.6757 -2.3297
H: -0.3920 -2.1887 -2.4776
H: -2.0209 -2.6808 -2.9311
H: -0.9175 -3.4297 0.8886
H: 0.3617 -3.4995 -0.3651
H: -0.3220 -1.9764 0.1130
K: 0.9533 -5.2913 -1.1092
O: -5.5092 0.5428 3.9271
C: -4.6000 1.1097 3.3823
O: -3.6633 0.3683 2.7619
C: -2.6436 0.9509 1.9333
C: -1.4420 1.4297 2.7098
C: -4.4468 2.6126 3.4331
H: -3.0659 1.7429 1.3132
H: -2.3546 0.1427 1.2609
H: -1.7018 2.2324 3.3998
H: -0.6847 1.8006 2.0283
H: -1.0174 0.6107 3.2911
H: -3.9255 2.8702 4.3544
H: -5.4419 3.0483 3.4657
H: -3.9020 3.0416 2.5972
C: 0.8101 3.9017 1.2641
O: 1.6115 3.7547 0.3261
O: 1.1315 3.7730 2.4800
O: -0.4132 4.1873 1.1008
Na: 4.2171 -5.8742 -0.1452

=====

Entry 2:
The following is a DFT calculation (ωB97M-V/def2-TZVPD) of a 2-piece molecular cluster, C2H2N2O overall in a non-equilibrium geometry.

The value obtained for the energy above the lowest of the compared OMol25 structures with the same formula, charge and spin is 7.9 kcal/mol. The calculation puts the highest occupied orbital energy at -0.3491 hartree. For the gap between HOMO and LUMO, the calculation gives 10.43 eV. As for the SMILES: C=C=O.N#N. The value obtained for the LUMO energy is 0.9357 eV.

Element x y z (Å)
C: -1.1228 0.9720 0.0121
C: -1.0015 -0.3155 0.0004
N: 2.8117 -0.0261 -0.0091
N: 2.1245 -0.8793 -0.0229
O: -1.3942 2.1078 -0.0467
H: -0.6444 -0.9080 -0.7689
H: -0.7732 -0.9509 0.8351

=====

Entry 3:
The following is a DFT calculation (ωB97M-V/def2-TZVPD) of a 2-piece molecular cluster, C4H12NO overall in a non-equilibrium geometry.

The value obtained for the energy above the lowest of the compared OMol25 structures with the same formula, charge and spin is 33.7 kcal/mol. The calculation puts the highest occupied orbital energy at -0.5501 hartree. For the gap between HOMO and LUMO, the calculation gives 9.96 eV. The value obtained for the LUMO energy is -5.0141 eV. The total charge is +1.

Element x y z (Å)
C: -0.6804 -1.9839 -1.1305
C: -1.3430 -0.9170 -0.2302
C: -0.5537 0.4061 -0.1832
C: -0.2087 2.0688 1.5385
N: -0.7950 1.0161 1.1396
H: -1.1400 -2.9559 -0.9615
H: 0.4061 -1.9486 -1.0275
H: -0.9151 -1.8152 -2.1815
H: -1.3995 -1.4472 0.7278
H: -2.3761 -0.6874 -0.4841
H: -0.8274 1.1047 -0.9731
H: 0.5022 0.2119 -0.3769
H: 0.5947 2.4443 0.9074
H: -0.4802 2.4469 2.5134
H: -1.5417 0.5746 1.6709
H: 4.0580 1.0732 -0.1047
H: 3.4719 -0.1856 -0.6744
O: 3.2280 0.5943 -0.1701

=====

Entry 4:
The following is a DFT calculation (ωB97M-V/def2-TZVPD) of C27H29Cl49GaO2 as an isolated structure in a non-equilibrium geometry.

The value obtained for the energy above the lowest of the compared OMol25 structures with the same formula, charge and spin is 84.1 kcal/mol. The calculation puts the highest occupied orbital energy at -0.1962 hartree. For the gap between HOMO and LUMO, the calculation gives 6.32 eV. The value obtained for the LUMO energy is 0.9779 eV. The total charge is -1.

Element x y z (Å)
C: -0.9867 -1.4151 2.8698
C: -0.1347 -0.3515 2.4548
Ga: 1.0378 1.1388 1.5317
Cl: 1.5063 2.6424 3.2450
C: 0.0131 2.2077 0.0880
C: -1.4370 2.8207 0.5854
C: -2.6327 1.7087 0.7288
C: -3.6192 1.6165 -0.6182
C: -4.4109 0.1528 -0.4486
C: -5.8095 0.0782 -1.3026
C: -7.1030 0.2938 -0.2804
C: -7.6847 -1.1619 0.2727
O: -9.1460 -1.2713 -0.0146
C: -9.5968 -2.6354 0.3190
C: 2.7364 0.1640 0.8534
O: 3.4900 0.8785 -0.1881
C: 4.9305 0.8318 0.1051
C: 5.6063 -0.6604 0.0541
C: 6.2482 -0.9141 -1.4509
H: -1.4511 -2.3471 3.4470
H: 0.6890 3.1585 -0.1661
H: -0.1222 1.6457 -0.9437
H: -1.7186 3.6778 -0.1958
H: -1.2755 3.3422 1.6471
H: -3.3122 1.9887 1.6413
H: -2.2238 0.5962 0.8673
H: -4.3599 2.5194 -0.7054
H: -2.8731 1.6014 -1.5356
H: -4.6430 0.0740 0.7194
H: -3.6671 -0.7298 -0.7236
H: -5.9190 -1.0379 -1.7020
H: -5.8315 0.7852 -2.2356
H: -7.9549 0.8880 -0.8256
H: -6.7368 0.9102 0.6549
H: -7.1151 -2.0882 -0.1601
H: -7.5246 -1.1435 1.4516
H: -9.3039 -3.3338 -0.5919
H: -9.1282 -3.0509 1.3129
H: -10.7732 -2.6478 0.4583
H: 2.4232 -0.9095 0.4355
H: 3.4112 -0.0479 1.7933
H: 5.0771 1.2465 1.2140
H: 5.5547 1.5400 -0.6247
H: 4.8805 -1.5476 0.2888
H: 6.5014 -0.7546 0.8331
H: 7.2644 -1.4856 -1.3162
H: 5.5272 -1.5606 -2.1429
H: 6.4892 0.1144 -1.9861
C: -4.0732 0.0484 5.4940
Cl: -3.1728 -1.4322 5.9082
Cl: -5.2066 -0.2984 4.1636
Cl: -4.9839 0.6082 6.9194
Cl: -2.9295 1.3160 4.9845
C: -6.1732 -4.8252 -2.4702
Cl: -4.7206 -3.9668 -1.8978
Cl: -7.2586 -3.6744 -3.2900
Cl: -5.6945 -6.1066 -3.6119
Cl: -7.0190 -5.5530 -1.0812
C: -5.2732 -0.6769 -5.0668
Cl: -4.2887 0.7761 -4.7605
Cl: -5.2839 -1.0297 -6.8132
Cl: -4.5792 -2.0612 -4.1854
Cl: -6.9410 -0.3929 -4.5080
C: -2.8732 4.9373 7.3427
Cl: -3.6166 3.3202 7.4243
Cl: -3.1367 5.7906 8.8846
Cl: -1.1240 4.7727 7.0465
Cl: -3.6155 5.8660 6.0157
C: 9.7268 0.2565 -3.7837
Cl: 10.6798 -1.0966 -3.1239
Cl: 9.1897 1.3100 -2.4510
Cl: 10.7333 1.1959 -4.9148
Cl: 8.3045 -0.3833 -4.6452
C: 4.0268 -5.0655 1.0861
Cl: 2.5354 -4.1799 1.4933
Cl: 5.2916 -4.6791 2.2801
Cl: 3.7027 -6.8173 1.1100
Cl: 4.5776 -4.5855 -0.5389
C: 11.5268 -1.8578 0.7784
Cl: 12.9794 -0.9993 1.3509
Cl: 10.4414 -0.7069 -0.0413
Cl: 12.0055 -3.1392 -0.3632
Cl: 10.6810 -2.5855 2.1675
C: -4.9732 -9.0252 -6.5625
Cl: -6.5519 -9.3171 -5.7900
Cl: -4.1535 -10.5818 -6.8450
Cl: -5.2182 -8.1920 -8.1183
Cl: -3.9691 -8.0100 -5.4968
C: -7.0732 4.2361 -2.4989
Cl: -8.5807 4.6690 -1.6536
Cl: -6.7266 5.4515 -3.7548
Cl: -5.7292 4.1899 -1.3301
Cl: -7.2563 2.6342 -3.2570
C: -8.8732 7.5491 1.6108
Cl: -8.0732 7.5975 0.0196
Cl: -8.2859 6.1390 2.5281
Cl: -8.4979 9.0408 2.5099
Cl: -10.6358 7.4189 1.3856
C: 16.9268 -0.3397 0.3006
Cl: 18.5224 -1.1015 0.5200
Cl: 16.3402 0.2719 1.8679
Cl: 17.0678 1.0134 -0.8500
Cl: 15.7768 -1.5428 -0.3355
C: 12.1268 3.2573 1.8268
Cl: 10.8718 2.5354 2.8652
Cl: 12.5866 4.8529 2.4729
Cl: 13.5564 2.1944 1.7965
Cl: 11.4924 3.4467 0.1727

=====

Entry 5:
The following is a DFT calculation (ωB97M-V/def2-TZVPD) of one molecule with the formula C13H20N2OS.

The value obtained for the energy above the lowest of the compared OMol25 structures with the same formula, charge and spin is 0.0 kcal/mol. The calculation puts the highest occupied orbital energy at -0.3039 hartree. For the gap between HOMO and LUMO, the calculation gives 8.83 eV. As for the SMILES: CC(C)(C)SCCNC(=O)Nc1ccccc1. The value obtained for the LUMO energy is 0.5585 eV.

Element x y z (Å)
C: 3.2899 1.6296 1.4328
C: 4.1020 0.9397 0.3457
C: 5.1600 0.0187 0.9369
H: 5.9055 0.6108 1.4654
H: 4.7241 -0.6829 1.6449
H: 5.6596 -0.5418 0.1494
C: 4.7482 1.9719 -0.5741
H: 5.3006 1.4779 -1.3701
H: 3.9890 2.6053 -1.0270
H: 5.4343 2.5985 -0.0078
S: 2.9740 -0.0277 -0.7687
C: 2.2479 -1.2940 0.3374
H: 1.7451 -0.7900 1.1621
H: 3.0493 -1.9290 0.7123
C: 1.2415 -2.1308 -0.4476
N: 0.1458 -1.3416 -0.9556
C: -0.9721 -1.1468 -0.1829
O: -1.1844 -1.7828 0.8263
N: -1.8170 -0.2011 -0.7170
C: -3.0849 0.1845 -0.2776
C: -3.6731 -0.3198 0.8784
C: -4.9318 0.1129 1.2532
C: -5.6179 1.0454 0.4942
C: -5.0334 1.5498 -0.6555
C: -3.7770 1.1244 -1.0403
H: -3.3247 1.5203 -1.9401
H: -5.5578 2.2776 -1.2574
H: -6.6005 1.3773 0.7939
H: -5.3801 -0.2860 2.1512
H: -3.1420 -1.0468 1.4688
H: -1.5266 0.2311 -1.5829
H: 0.4078 -0.6386 -1.6302
H: 1.7374 -2.6212 -1.2893
H: 0.8104 -2.8847 0.2160
H: 2.8544 0.9091 2.1219
H: 2.4888 2.2201 0.9933
H: 3.9354 2.2941 2.0049

=====

Entry 6:
The following is a DFT calculation (ωB97M-V/def2-TZVPD) of a 5-piece molecular cluster, C24H59BN5O8P2 overall in a non-equilibrium geometry.

The calculation puts the highest occupied orbital energy at -0.1212 hartree. For the gap between HOMO and LUMO, the calculation gives 4.83 eV. The value obtained for the LUMO energy is 1.5373 eV. The total charge is -1.

Element x y z (Å)
C: -4.6824 1.6333 3.3734
O: -3.3800 2.1834 3.3969
C: -2.9960 2.8253 2.1868
C: -1.8496 2.0765 1.5055
C: -2.3549 0.8210 0.7701
C: -2.4057 -0.4080 1.7092
C: -1.7479 -1.6679 1.1502
C: -0.3724 -1.4842 0.4951
C: 0.6103 -0.5682 1.2324
C: 1.9555 -1.2692 1.4053
C: 3.1382 -0.3828 1.7811
C: 2.8764 0.7693 2.7546
C: 2.9391 0.4162 4.2599
B: 1.4569 0.2675 4.9990
P: 1.0481 -1.5108 5.6735
N: 1.8358 -2.6949 4.6177
O: -0.5786 -1.7837 5.2291
P: 1.3571 1.3933 6.5994
O: 2.8460 1.3373 7.3769
O: 1.1271 2.9900 6.0958
H: -5.0001 1.3625 2.3696
H: -5.4185 2.2915 3.8388
H: -4.6523 0.7041 3.9383
H: -3.8371 2.9306 1.5052
H: -2.6111 3.8116 2.4538
H: -1.1726 1.7917 2.3065
H: -1.3101 2.7588 0.8516
H: -3.3764 1.0319 0.4600
H: -1.7902 0.6086 -0.1321
H: -1.9950 -0.1656 2.6810
H: -3.4495 -0.6616 1.8883
H: -1.6222 -2.3542 1.9878
H: -2.4068 -2.1583 0.4358
H: 0.0753 -2.4762 0.4235
H: -0.5286 -1.1428 -0.5272
H: 0.7714 0.3317 0.6420
H: 0.2474 -0.2969 2.2184
H: 1.8247 -2.1059 2.0840
H: 2.1963 -1.7137 0.4352
H: 3.6367 -0.0064 0.8933
H: 3.8704 -1.0298 2.2686
H: 1.9475 1.2940 2.5540
H: 3.6760 1.4907 2.5726
H: 3.6170 -0.4232 4.4322
H: 3.4368 1.2688 4.7296
H: 0.5539 0.6852 4.2940
H: 1.2131 -2.9389 3.8508
H: 2.6947 -2.3259 4.2230
H: -0.6275 -2.5803 4.6770
H: 3.5382 1.8332 6.9049
H: 1.9403 3.4328 5.7928
C: 3.0351 -1.8536 -2.6909
C: 2.4003 -0.4937 -2.5168
O: 2.8402 0.3281 -1.7326
N: 1.2986 -0.2187 -3.2673
C: 0.6356 -1.0763 -4.2328
H: 3.8905 -1.9220 -2.0261
H: 2.3268 -2.6425 -2.4348
H: 3.3728 -1.9921 -3.7192
H: 0.9210 0.7011 -3.1029
H: 0.6350 -0.5928 -5.2114
H: -0.3993 -1.2441 -3.9245
H: 1.1331 -2.0344 -4.3220
C: -2.6559 4.8276 8.6755
C: -2.8219 5.5915 7.3831
O: -3.1945 6.7614 7.3650
N: -2.5396 4.9303 6.2405
C: -2.0909 3.5487 6.0778
H: -2.9156 5.4832 9.5017
H: -3.3131 3.9579 8.6939
H: -1.6239 4.4969 8.7945
H: -2.6634 5.4911 5.4127
H: -1.1262 3.5445 5.5768
H: -2.8101 3.0117 5.4623
H: -1.9901 3.0455 7.0325
C: -1.4476 -4.7254 -6.4810
C: -0.8253 -3.4112 -6.8830
O: 0.3579 -3.1645 -6.6820
N: -1.6221 -2.4915 -7.4811
C: -3.0337 -2.6000 -7.7995
H: -0.6850 -5.3441 -6.0190
H: -2.2524 -4.5649 -5.7631
H: -1.8417 -5.2454 -7.3546
H: -1.1468 -1.6324 -7.7228
H: -3.1801 -2.4869 -8.8745
H: -3.5897 -1.8130 -7.2885
H: -3.4282 -3.5620 -7.4920
C: 3.2603 0.4803 -9.2735
C: 1.9796 -0.2547 -8.9558
O: 0.8792 0.2623 -9.1117
N: 2.0780 -1.5179 -8.4845
C: 3.2698 -2.2996 -8.2267
H: 3.0110 1.4725 -9.6364
H: 3.8779 0.5778 -8.3801
H: 3.8232 -0.0461 -10.0451
H: 1.1866 -1.9435 -8.2759
H: 3.2508 -3.2129 -8.8237
H: 3.3037 -2.5789 -7.1728
H: 4.1652 -1.7385 -8.4728

=====

Entry 7:
The following is a DFT calculation (ωB97M-V/def2-TZVPD) of a 2-piece molecular cluster, C3H8F overall in a non-equilibrium geometry.

The value obtained for the energy above the lowest of the compared OMol25 structures with the same formula, charge and spin is 2.4 kcal/mol. The calculation puts the highest occupied orbital energy (spin up / spin down) at -0.3170 / -0.4333 hartree. For the gap between HOMO and LUMO (spin up / spin down), the calculation gives 9.73 / 11.52 eV. As for the multiplicity: 2. The expectation value of S² is 0.75. The value obtained for the LUMO energy (spin up / spin down) is 1.0999 / -0.2673 eV.

Element x y z (Å)
F: -0.2741 0.8071 -2.5975
H: -0.7119 0.1094 -2.1723
C: -1.2349 -0.2603 0.0610
C: -0.0022 0.4470 0.3366
C: 1.0846 -0.3972 0.9894
H: -2.1015 0.3489 -0.2861
H: -1.2028 -1.3333 -0.2689
H: 0.6029 0.8148 -0.4957
H: -0.2219 1.3363 0.9305
H: 2.0675 0.0840 1.0005
H: 0.7953 -0.5862 2.0180
H: 1.1988 -1.3706 0.4846